No. 1
The following is a DFT calculation (ωB97M-V/def2-TZVPD) of an isolated molecule of C4H3I3N4 in a non-equilibrium geometry.

```
14
C4H3I3N4 (ωB97M-V/def2-TZVPD)
I 0.1394 -1.4023 2.2954
C -1.3912 -1.7246 0.7958
C -1.0816 -1.2098 -0.6617
C -0.3981 -0.2246 -1.2523
I -0.5280 0.6928 -3.1583
N 0.4182 0.7338 -0.4556
N -0.0181 1.4955 0.6038
N 0.9994 2.1067 1.0887
C 2.0677 1.7515 0.3278
I 3.8439 2.7343 0.5882
N 1.7087 0.8465 -0.5913
H -1.8014 -2.7804 0.7207
H -2.2856 -1.1038 1.0235
H -1.6733 -1.9155 -1.3248
```

Computed properties:
E_LUMO: -0.293 eV
Orbital gap: 9.126 eV
Calculated total energy: -34455.5753 eV

---

No. 2
The following is a DFT calculation (ωB97M-V/def2-TZVPD) of a structure of composition C4H3Li2O2Tb in a non-equilibrium geometry.

```
12
C4H3Li2O2Tb (ωB97M-V/def2-TZVPD)
C 0.9612 0.2210 1.5157
O 1.6858 1.0253 0.6690
Li -3.3371 1.0135 -1.8547
Li 2.1907 -0.5416 -0.4166
H 0.9701 0.3321 2.6190
C 0.1592 -0.7679 1.0213
C 0.1367 -1.1785 -0.3989
C -0.5360 -0.4799 -1.3331
O -1.2652 0.6879 -1.1322
Tb -0.0752 1.8706 -0.0601
H -0.3345 -1.4058 1.7621
H -0.5558 -0.7766 -2.3915
```

Computed properties:
E_LUMO (spin up / spin down): -9.344 / -7.756 eV
Charge: +2
⟨S²⟩: 13.062
Multiplicity: 7
Orbital gap (spin up / spin down): 6.188 / 6.330 eV
Calculated total energy: -31118.3482 eV

---

Result set for energy above the lowest of the compared OMol25 structures with the same formula, charge and spin: 0.0, 0.0 kJ/mol, one per record in the order listed.